No. 1
Density functional theory data (ωB97M-V/def2-TZVPD) for a 2-piece molecular cluster, C4H12N2O overall at a distorted geometry.

The HOMO-LUMO gap comes out at 9.84 eV. As for the SMILES: C[C@@H](N)C=O.CN. Its charge is 0. For the LUMO energy, the calculation gives 0.9 eV. Its spin multiplicity is 1.

Bonds (Å) are listed after each position.
Cartesian coordinates (Å):
1 C 1.204 0.033 -0.239  C2 1.524, N3 1.468, H6 1.099, C13 1.775
2 C 1.169 1.198 0.743  C1 1.524, H8 1.095, H9 1.097, H10 1.096
3 N 2.469 -0.711 -0.191  C1 1.468, H4 1.019, H5 1.020
4 H 3.259 -0.084 -0.335  N3 1.019
5 H 2.600 -1.094 0.745  N3 1.020
6 H 1.133 0.437 -1.259  C1 1.099
7 H -0.690 0.068 -1.231  N12 1.092
8 H 0.994 0.859 1.769  C2 1.095
9 H 2.098 1.780 0.722  C2 1.097
10 H 0.356 1.884 0.483  C2 1.096
11 C -2.546 0.330 -0.244  N12 1.460, H17 1.091, H18 1.092, H19 1.091
12 N -1.626 -0.464 -1.052  H7 1.092, C11 1.460, H15 1.018
13 C -0.008 -1.163 0.263  C1 1.775, O14 1.219, H16 1.101
14 O -0.373 -1.243 1.424  C13 1.219
15 H -1.962 -1.414 -1.199  N12 1.018
16 H 0.209 -2.052 -0.350  C13 1.101
17 H -2.937 1.166 -0.826  C11 1.091
18 H -2.006 0.755 0.604  C11 1.092
19 H -3.344 -0.286 0.174  C11 1.091

Atomic partial charges in e from the Mulliken method, atoms 1 to 8: atom 1 (C): 0.08, atom 2 (C): -1.13, atom 3 (N): -0.69, atom 4 (H): 0.27, atom 5 (H): 0.25, atom 6 (H): 0.37, atom 7 (H): 0.35, atom 8 (H): 0.24



No. 2
Density functional theory data (ωB97M-V/def2-TZVPD) for a 2-piece molecular cluster, C4H12N2O overall at a distorted geometry.

The HOMO-LUMO gap comes out at 8.72 eV. As for the SMILES: C=NCCCN.O. Its charge is 0. For the LUMO energy, the calculation gives 0.4 eV. Its spin multiplicity is 1.

Bonds (Å) are listed after each position.
Cartesian coordinates (Å):
1 C 1.321 -0.846 -0.262  C2 1.529, N6 1.488, H7 1.088, H8 1.092
2 C -0.013 -1.324 -0.837  C1 1.529, C3 1.532, H9 1.099, H10 1.095
3 C -1.240 -1.332 0.080  C2 1.532, N5 1.454, H11 1.098, H12 1.095
4 C -2.784 0.226 -0.827  N5 1.268, H13 1.093, H14 1.106
5 N -2.019 -0.105 0.129  C3 1.454, C4 1.268
6 N 1.460 0.629 -0.124  C1 1.488, H15 1.016, H16 1.014
7 H 2.059 -1.145 -1.004  C1 1.088
8 H 1.489 -1.351 0.691  C1 1.092
9 H -0.128 -0.807 -1.800  C2 1.099
10 H 0.191 -2.356 -1.140  C2 1.095
11 H -0.703 -1.454 1.030  C3 1.098
12 H -1.884 -2.155 -0.245  C3 1.095
13 H -2.435 1.044 -1.462  C4 1.093
14 H -3.550 -0.485 -1.189  C4 1.106
15 H 2.439 0.766 0.114  N6 1.016
16 H 0.960 0.878 0.722  N6 1.014
17 H 2.030 3.959 1.810  O19 0.954
18 H 1.101 2.615 1.962  O19 0.955
19 O 1.707 3.243 2.351  H17 0.954, H18 0.955

Atomic partial charges in e from the Mulliken method, atoms 1 to 8: atom 1 (C): -0.63, atom 2 (C): -0.51, atom 3 (C): -0.68, atom 4 (C): -0.40, atom 5 (N): -0.34, atom 6 (N): -0.61, atom 7 (H): 0.41, atom 8 (H): 0.33



No. 3
Density functional theory data (ωB97M-V/def2-TZVPD) for a 3-piece molecular cluster, C4H12N2O overall at a distorted geometry.

The HOMO-LUMO gap (alpha / beta) comes out at 8.24 / 8.24 eV. Its charge is 0. For the LUMO energy (alpha / beta), the calculation gives 0.9 / 0.9 eV. Its spin multiplicity is 1.

Bonds (Å) are listed after each position.
Cartesian coordinates (Å):
1 C 0.866 -0.278 -0.500  C2 1.410, N5 1.379, H9 1.085
2 C 0.180 0.600 0.365  C1 1.410, C4 1.498, H10 1.083
3 C -0.800 -1.441 -0.061  N6 1.407, H15 1.088, H16 1.088
4 C -0.837 1.564 -0.163  C2 1.498, H17 1.091, H18 1.092, H19 1.093
5 N 1.943 -1.031 -0.081  C1 1.379, H11 1.012, H12 1.009
6 N -2.171 -1.184 0.122  C3 1.407, H13 1.012, H14 1.011
7 O 1.666 1.889 0.435  H8 0.969
8 H 2.413 1.587 0.974  O7 0.969
9 H 0.799 -0.092 -1.566  C1 1.085
10 H 0.205 0.422 1.433  C2 1.083
11 H 2.548 -0.601 0.607  N5 1.012
12 H 2.464 -1.496 -0.810  N5 1.009
13 H -2.396 -0.715 0.990  N6 1.012
14 H -2.628 -0.737 -0.661  N6 1.011
15 H -0.632 -1.997 -0.981  C3 1.088
16 H -0.378 -1.987 0.780  C3 1.088
17 H -0.469 2.571 0.040  C4 1.091
18 H -1.810 1.450 0.322  C4 1.092
19 H -0.964 1.476 -1.245  C4 1.093

Atomic partial charges in e from the Mulliken method, atoms 1 to 8: atom 1 (C): 0.05, atom 2 (C): 0.15, atom 3 (C): -0.78, atom 4 (C): -1.28, atom 5 (N): -0.45, atom 6 (N): -0.52, atom 7 (O): -0.77, atom 8 (H): 0.19



No. 4
Density functional theory data (ωB97M-V/def2-TZVPD) for C4H12N2O in the gas phase at a distorted geometry.

The HOMO-LUMO gap comes out at 10.09 eV. As for the SMILES: C[C@H](O)CNCN. Its charge is 0. For the LUMO energy, the calculation gives 0.9 eV. Its spin multiplicity is 1.

Bonds (Å) are listed after each position.
Cartesian coordinates (Å):
1 C 0.972 0.496 -0.021  C2 1.567, N5 1.433, H8 1.008, H9 1.142
2 C -0.478 1.053 -0.229  C1 1.567, C3 1.659, O4 1.416, H10 1.096
3 C -0.428 2.669 -0.602  C2 1.659, H11 1.050, H12 1.134, H13 1.114
4 O -1.197 1.006 0.990  C2 1.416, H14 0.958
5 N 0.837 -0.636 0.846  C1 1.433, C6 1.538, H15 1.010
6 C -0.103 -1.828 0.601  N5 1.538, N7 1.488, H16 1.055, H17 1.093
7 N 0.226 -2.858 -0.423  C6 1.488, H18 1.045, H19 0.998
8 H 1.818 1.011 0.165  C1 1.008
9 H 1.130 0.319 -1.138  C1 1.142
10 H -0.936 0.658 -1.144  C2 1.096
11 H -0.100 3.272 0.192  C3 1.050
12 H 0.436 2.958 -1.277  C3 1.134
13 H -1.297 3.009 -1.211  C3 1.114
14 H -0.770 0.344 1.535  O4 0.958
15 H 1.720 -1.062 1.089  N5 1.010
16 H -1.076 -1.464 0.414  C6 1.055
17 H -0.316 -2.412 1.500  C6 1.093
18 H -0.392 -2.803 -1.263  N7 1.045
19 H -0.046 -3.732 -0.025  N7 0.998

Atomic partial charges in e from the Mulliken method, atoms 1 to 8: atom 1 (C): -0.68, atom 2 (C): 0.33, atom 3 (C): -1.36, atom 4 (O): -0.57, atom 5 (N): -0.47, atom 6 (C): -0.68, atom 7 (N): -0.62, atom 8 (H): 0.58